Molecular formula: C2H22F6O17S2
Method: DFT, ωB97M-V/def2-TZVPD

Properties
* net charge: -2
* E_LUMO: 0.155 Eh
* strongest force on any atom: 2.8 eV/Å
* Kohn-Sham gap: 7.43 eV
* highest occupied orbital energy: -3.2 eV
* E: -75218.2123 eV

Last columns: bonded neighbours and bond lengths (Å).
Positions of all 49 atoms, in Å:
1 C -12.54801 -1.48708 6.89472  F2 1.331, F3 1.339, F4 1.342, S5 1.873
2 F -13.02715 -2.63453 6.41956  C1 1.331
3 F -11.28077 -1.39296 6.47283  C1 1.339
4 F -13.28034 -0.49167 6.37187  C1 1.342
5 S -12.61111 -1.53721 8.76641  C1 1.873, O6 1.462, O7 1.471, O8 1.467
6 O -11.65874 -0.55443 9.28030  S5 1.462
7 O -14.00533 -1.22412 9.11373  S5 1.471
8 O -12.19338 -2.92574 8.98939  S5 1.467
9 C -17.25015 -4.39346 4.52012  F10 1.337, F11 1.321, F12 1.357, S13 1.871
10 F -18.28781 -3.59804 4.24205  C9 1.337
11 F -17.70082 -5.61483 4.74205  C9 1.321
12 F -16.46298 -4.36089 3.41551  C9 1.357
13 S -16.26979 -3.76626 5.98534  C9 1.871, O14 1.471, O15 1.444, O16 1.461
14 O -15.11351 -4.67463 6.02419  S13 1.471
15 O -15.97707 -2.37742 5.72149  S13 1.444
16 O -17.10824 -4.01022 7.15616  S13 1.461
17 O -17.35161 -8.13998 7.23605  H18 0.972, H19 0.963
18 H -18.03895 -7.56265 7.60815  O17 0.972
19 H -17.30907 -8.89257 7.83608  O17 0.963
20 O -19.12758 -8.21604 5.08814  H21 0.962, H22 0.989
21 H -18.58947 -8.37367 4.30618  O20 0.962
22 H -18.49239 -8.18964 5.84535  O20 0.989
23 O -12.61286 -4.85585 5.11957  H24 0.979, H25 0.961
24 H -13.41822 -4.61174 5.61972  O23 0.979
25 H -12.32085 -4.02198 4.74095  O23 0.961
26 O -14.20077 -8.11070 5.97076  H27 0.968, H28 0.962
27 H -14.61793 -7.23747 5.97391  O26 0.968
28 H -13.70830 -8.14239 5.14517  O26 0.962
29 O -17.32529 -0.68000 7.55734  H30 0.968, H31 0.961
30 H -16.46568 -0.98970 7.23784  O29 0.968
31 H -17.90472 -0.75996 6.79472  O29 0.961
32 O -16.27848 -6.22795 1.27812  H33 0.970, H34 0.961
33 H -16.47085 -5.73361 2.09053  O32 0.970
34 H -16.35662 -5.57488 0.57681  O32 0.961
35 O -19.94121 -3.58742 6.75321  H36 0.975, H37 0.964
36 H -18.99245 -3.36477 6.72547  O35 0.975
37 H -20.25201 -3.23232 7.59421  O35 0.964
38 O -20.86657 -6.20998 6.16418  H39 0.970, H40 0.980
39 H -20.17637 -6.60743 5.61067  O38 0.970
40 H -20.48765 -5.34598 6.43021  O38 0.980
41 O -18.26812 -4.25883 9.58365  H42 0.984, H43 0.963
42 H -17.93578 -4.21716 8.65852  O41 0.984
43 H -17.57554 -3.82958 10.09637  O41 0.963
44 O -13.29736 -2.25289 3.59576  H45 0.962, H46 0.970
45 H -13.07586 -1.43818 3.13423  O44 0.962
46 H -14.15218 -2.07518 4.01905  O44 0.970
47 O -13.77772 -5.33230 8.55786  H48 0.963, H49 0.970
48 H -14.40162 -6.03753 8.75796  O47 0.963
49 H -13.88941 -5.17454 7.60687  O47 0.970